1.
DFT (ωB97M-V/def2-TZVPD) results for a structure of composition C43H63ClCsN3O7.

Structure (XYZ):
```
118
Properties=species:S:1:pos:R:3
Cs -0.923 -1.250 1.252
C -3.801 3.267 -0.839
N -2.472 2.769 -0.567
C -1.999 3.199 0.736
C -1.543 3.117 -1.617
C -0.220 2.350 -1.515
N -0.392 0.980 -1.092
C 0.884 0.332 -0.786
C 1.804 1.098 0.131
C 2.887 1.758 -0.415
C 3.842 2.411 0.361
C 3.683 2.317 1.741
C 2.624 1.658 2.350
C 1.593 1.055 1.546
O 0.549 0.489 2.030
C 2.544 1.547 3.875
C 1.270 2.250 4.378
C 3.739 2.178 4.593
C 2.484 0.064 4.281
C 4.994 3.149 -0.315
C 5.820 2.168 -1.162
C 5.935 3.815 0.691
C 4.438 4.249 -1.236
C -1.243 0.176 -2.009
C -0.602 -1.070 -2.571
C 0.145 -0.989 -3.730
C 0.820 -2.090 -4.249
C 0.697 -3.277 -3.529
C -0.074 -3.435 -2.386
C -0.774 -2.298 -1.849
O -1.517 -2.321 -0.812
C -0.107 -4.841 -1.760
C -1.080 -4.991 -0.587
C 1.298 -5.199 -1.247
C -0.532 -5.868 -2.827
C 1.625 -2.058 -5.545
C 0.996 -3.028 -6.560
C 3.081 -2.477 -5.288
C 1.644 -0.666 -6.181
H -3.837 4.371 -0.926
H -4.173 2.842 -1.774
H -4.465 2.968 -0.027
H -1.834 4.294 0.772
H -2.746 2.936 1.482
H -1.063 2.690 0.975
H -2.026 2.906 -2.575
H -1.310 4.201 -1.607
H 0.296 2.433 -2.496
H 0.423 2.837 -0.781
H 0.645 -0.629 -0.325
H 1.443 0.117 -1.710
H 2.980 1.746 -1.498
H 4.430 2.774 2.379
H 1.336 3.330 4.214
H 0.411 1.862 3.833
H 1.128 2.066 5.449
H 3.826 3.245 4.373
H 3.602 2.066 5.672
H 4.678 1.686 4.324
H 1.594 -0.392 3.854
H 3.365 -0.466 3.911
H 2.446 -0.037 5.370
H 6.205 1.362 -0.535
H 5.209 1.719 -1.945
H 6.668 2.676 -1.637
H 6.412 3.072 1.334
H 6.719 4.361 0.160
H 5.392 4.523 1.321
H 3.730 3.836 -1.955
H 3.912 5.003 -0.647
H 5.247 4.739 -1.788
H -2.144 -0.105 -1.459
H -1.552 0.803 -2.851
H 0.203 -0.026 -4.229
H 1.238 -4.144 -3.900
H -0.787 -4.362 0.250
H -2.087 -4.692 -0.873
H -1.097 -6.035 -0.256
H 1.596 -4.495 -0.468
H 1.309 -6.208 -0.822
H 2.040 -5.155 -2.047
H -1.497 -5.585 -3.250
H 0.187 -5.931 -3.646
H -0.624 -6.866 -2.385
H 1.026 -4.054 -6.190
H -0.050 -2.762 -6.727
H 1.524 -2.990 -7.519
H 3.131 -3.473 -4.846
H 3.653 -2.488 -6.222
H 3.556 -1.779 -4.597
H 0.633 -0.335 -6.425
H 2.098 0.066 -5.511
H 2.226 -0.689 -7.107
O -1.453 -2.818 3.150
O -2.590 -2.294 2.967
C -3.857 3.101 5.170
C -3.678 2.220 3.944
N -2.582 1.442 3.984
O -4.461 2.249 3.005
H -2.900 3.501 5.504
H -4.297 2.502 5.969
H -4.530 3.917 4.917
H -2.036 1.365 4.822
H -2.420 0.728 3.291
Cl -8.217 -2.694 0.221
C -7.082 -2.304 1.485
C -7.329 -2.752 2.771
C -6.427 -2.435 3.774
C -5.288 -1.689 3.497
C -5.059 -1.249 2.193
C -5.959 -1.555 1.183
C -4.385 -1.314 4.656
O -4.895 -0.976 5.722
O -3.108 -1.341 4.469
H -8.216 -3.335 2.980
H -6.608 -2.758 4.790
H -4.187 -0.654 1.956
H -5.778 -1.222 0.171
```

Results
* HOMO energy (spin up / spin down): -1.95 / -1.95 eV
* frontier orbital gap (spin up / spin down): 5.75 / 5.75 eV
* charge: -2
* relative energy (zero: lowest compared OMol25 entry of this formula, charge and spin): 247.2 kJ/mol
* E: -2847.50573 Eh
* M: 902.35 g/mol

=====

2.
DFT (ωB97M-V/def2-TZVPD) results for the ion C10H11N2 with charge +1.

Structure (XYZ):
```
23
Properties=species:S:1:pos:R:3
C 3.246 -0.380 0.367
C 2.714 0.760 0.865
C 2.565 -1.303 -0.425
C 1.470 1.093 0.472
C 1.320 -1.038 -0.825
C 0.719 0.203 -0.357
C -2.934 0.034 0.200
C -2.677 1.314 -0.124
C -1.932 -0.954 0.282
C -1.336 1.582 -0.630
N -0.508 0.462 -0.733
N -1.433 -2.120 0.300
H 4.193 -0.658 0.769
H 3.199 1.184 1.704
H 3.127 -2.112 -0.853
H 0.867 2.025 0.852
H 0.773 -1.664 -1.474
H -3.885 0.003 0.723
H -3.490 1.914 -0.141
H -1.625 1.746 -1.813
H -0.993 2.568 -0.196
H -1.931 -3.070 0.204
H -0.438 -2.219 0.183
```

Results
* HOMO energy (spin up / spin down): -11.75 / -11.93 eV
* frontier orbital gap (spin up / spin down): 6.97 / 6.85 eV
* charge: +1
* relative energy (zero: lowest compared OMol25 entry of this formula, charge and spin): 508.3 kJ/mol
* E: -496.73505 Eh
* M: 159.21 g/mol

=====

3.
DFT (ωB97M-V/def2-TZVPD) results for the molecule C5H10N2.

Structure (XYZ):
```
17
Properties=species:S:1:pos:R:3
C 0.529 1.845 -1.651
C -0.151 0.490 -1.849
N 0.089 -0.244 -0.620
C -0.798 -0.193 0.281
C -0.471 -0.606 1.674
C 0.070 -1.960 1.967
N 0.941 -0.800 1.979
H 0.556 2.444 -2.565
H 1.552 1.681 -1.296
H 0.001 2.409 -0.874
H -1.225 0.626 -2.060
H 0.294 -0.049 -2.692
H -1.792 0.246 0.104
H -1.049 -0.089 2.437
H -0.114 -2.401 2.944
H 0.131 -2.660 1.137
H 1.436 -0.739 1.087
```

Results
* HOMO energy: -9.28 eV
* frontier orbital gap: 10.40 eV
* SMILES: CC/N=C/[C@H]1CN1
* charge: 0
* relative energy (zero: lowest compared OMol25 entry of this formula, charge and spin): 152.1 kJ/mol
* E: -305.96591 Eh
* M: 98.15 g/mol